ORCA calculation (wB97M-V/def2-TZVPD) on 24 unconnected molecules or ions with the total composition C72H199N7O24 at a distorted geometry.

Last column: Mulliken charge in e.
Atoms and positions in Å:
C  19.21425  16.79222  15.06718  -1.5620
C  20.18818  17.80620  15.81781  0.8208
C  20.86302  18.81825  14.81340  -0.5282
O  21.17114  18.11653  13.64582  -0.3146
C  21.94298  18.86207  12.68842  -0.7834
N  19.57098  18.52374  16.87911  -0.1396
H  18.83969  16.00272  15.69060  0.3740
H  19.73702  16.41159  14.17101  0.3807
H  18.27377  17.29212  14.85120  0.3884
H  21.02010  17.17512  16.27683  -0.2356
H  21.78684  19.18269  15.27957  0.3541
H  20.20604  19.67635  14.55622  0.3295
H  21.17168  19.37784  12.09160  0.2725
H  22.52074  18.23693  12.13370  0.2673
H  22.57114  19.59202  13.23184  0.3033
H  18.83643  19.02812  16.45381  0.2985
H  19.23689  17.90962  17.67557  -0.0471
C  20.24606  14.59438  21.63920  -0.7658
C  20.09136  13.80262  20.37876  1.1164
C  18.90401  12.87042  20.52064  -1.0848
O  19.04546  11.84682  19.55313  -0.4040
C  17.83604  11.17204  19.24638  -0.7032
N  19.84323  14.68766  19.23802  -0.4144
H  20.48866  13.97804  22.48627  0.7682
H  19.43901  15.32032  21.91009  -0.4004
H  21.10633  15.34145  21.59806  -0.0124
H  20.95680  13.18501  20.33190  -0.0321
H  17.94634  13.45709  20.59524  0.2925
H  19.03248  12.38203  21.49757  0.4072
H  18.09578  10.21121  18.88530  0.2880
H  17.27161  11.74988  18.53349  0.2856
H  17.22797  11.14933  20.14616  0.2220
H  20.69095  15.20048  19.02400  -0.0051
H  19.57740  14.13507  18.42270  0.2881
C  28.56303  19.74463  31.69252  -1.2497
C  28.19023  20.32128  30.35090  0.9273
C  26.77343  20.84726  30.22445  -0.0827
O  26.58201  21.11105  28.84657  -0.0458
C  25.30898  21.64743  28.67915  0.0448
N  29.11287  21.42784  30.05534  -0.8626
H  28.26047  20.41580  32.51837  0.3304
H  29.58406  19.44709  31.73145  0.4296
H  28.09846  18.79628  31.75976  -0.0645
H  28.28732  19.56694  29.53932  -0.0907
H  26.62470  21.83619  30.78860  0.3237
H  26.01692  20.11148  30.57890  -0.3521
H  25.26300  22.52387  29.39402  0.3613
H  24.48168  20.98050  28.96126  0.1045
H  25.03106  21.98634  27.65782  -0.5409
H  29.08218  22.22750  30.73034  0.2951
H  28.78129  21.86133  29.22699  0.2311
C  24.01978  17.89725  22.44204  -0.2402
C  25.35358  18.07880  23.22344  0.0772
C  24.90316  18.42950  24.67727  0.9646
O  25.97803  18.32978  25.66648  0.4333
C  26.97855  19.30148  25.46706  -1.1458
N  26.10387  16.90851  23.15258  -0.4933
H  23.46219  18.79568  22.27848  -0.5438
H  23.34124  17.29934  23.02011  0.3218
H  24.21720  17.28935  21.53927  -0.3675
H  25.83462  18.95485  22.83972  0.3639
H  24.14442  17.67546  24.94362  -0.2432
H  24.26195  19.30701  24.78062  -0.4161
H  27.57394  19.31453  26.39243  0.1034
H  26.60418  20.30129  25.38594  0.3357
H  27.50471  19.13610  24.54086  0.3948
H  26.86709  16.84404  23.83839  0.4735
H  25.49342  16.08024  23.20223  -0.0446
C  10.49222  19.24608  22.28710  -1.4303
C  11.98833  18.98322  22.24262  0.9123
C  12.35594  18.05629  23.42082  -1.0401
O  13.77867  17.71470  23.45334  0.3068
C  14.05501  16.75914  24.52940  -0.5146
N  12.40168  18.28751  21.05170  -0.7185
H  10.00515  18.25092  22.28817  0.3532
H  10.20051  19.69398  21.30727  0.3600
H  10.14637  19.89668  23.10570  0.3511
H  12.52601  19.93143  22.41824  0.0073
H  11.73480  17.13114  23.31865  0.3109
H  12.08233  18.46827  24.40879  0.2848
H  15.13982  16.69559  24.78365  -0.4759
H  13.64719  15.77385  24.21945  0.4091
H  13.60916  17.03706  25.49571  0.3906
H  13.32727  17.94073  21.25138  0.1781
H  12.42994  18.93712  20.29408  0.3125
C  24.72439  17.96696  28.64470  -0.3525
C  25.90731  17.25097  29.20283  2.6654
C  25.47138  16.06402  30.03552  -1.4468
O  24.81178  16.35535  31.26771  0.0040
C  25.72332  16.68021  32.34592  -0.3278
N  26.90259  16.81917  28.16111  -0.6609
H  24.06109  17.32202  27.94791  -0.2546
H  25.07171  18.79888  28.10957  -0.0437
H  24.12379  18.37576  29.42948  0.8398
H  26.39042  17.98728  29.84975  -1.6941
H  26.39448  15.47773  30.21885  0.5124
H  24.80787  15.48894  29.38756  -0.0986
H  26.14234  15.75962  32.66548  0.3720
H  25.06301  17.11306  33.07930  0.2054
H  26.48080  17.40011  32.12706  -0.1555
H  27.66028  17.48178  28.22788  0.3780
H  26.50882  16.99770  27.25080  0.1309
C  22.31712  20.28151  27.11634  -0.8060
C  21.14129  20.48724  26.20538  3.1299
C  21.18194  19.56991  24.98326  -0.9614
O  20.09987  19.94297  24.14822  0.6980
C  19.94283  19.03070  23.15986  0.9454
N  19.86349  20.45634  26.89918  1.1300
H  22.40056  21.10114  27.88195  0.0017
H  23.21910  20.23948  26.51777  0.3474
H  22.28482  19.38124  27.61944  -0.2122
H  21.19192  21.48587  25.71337  -1.8850
H  21.17018  18.55024  25.41328  -0.0222
H  22.19518  19.65378  24.44957  -0.3207
H  20.84214  18.66224  22.65936  -1.0150
H  19.34862  19.50332  22.38296  0.2563
H  19.41245  18.12318  23.45654  -0.5656
H  19.92635  20.04118  27.82813  -0.9192
H  19.08402  20.06454  26.39757  0.1721
C  21.12667  20.68613  19.71994  -1.2163
C  21.94160  19.43484  19.92778  0.8423
O  22.25791  18.77128  18.63331  -0.7417
H  20.89949  21.12868  20.68756  0.0917
H  20.27310  20.47675  19.05406  0.6086
H  21.74047  21.45041  19.25432  0.3621
H  21.44459  18.72921  20.54719  -0.3803
H  22.87823  19.68357  20.38117  0.0354
H  21.55072  19.17763  18.05445  0.1180
C  18.50477  20.53137  31.89982  -1.6506
C  18.52221  20.24224  30.43754  0.5751
O  19.80132  19.84339  29.92496  0.9260
H  17.43088  20.80864  32.12370  0.4366
H  19.18990  21.28755  32.20536  0.2348
H  18.68337  19.64007  32.47101  0.2304
H  18.30564  21.09898  29.82226  0.1642
H  17.78052  19.49244  30.20010  -0.2281
H  20.03100  19.05791  30.42900  -0.6225
C  24.36713  23.01443  22.01772  -1.7960
C  23.24745  22.39148  22.81416  1.1279
O  23.64296  22.01136  24.10025  0.5338
H  25.27934  22.54704  22.19632  0.3537
H  24.43524  24.09010  22.19988  0.3444
H  24.25237  22.91084  20.93843  0.4402
H  22.87149  21.52066  22.26948  -0.6028
H  22.41857  23.07904  22.89887  0.0726
H  23.09545  22.45749  24.76392  -0.2507
C  21.58511  15.65238  29.34801  -0.3608
C  21.03965  16.94415  28.70742  0.9645
O  21.38568  16.95739  27.30713  0.3546
H  22.66863  15.67266  29.32212  -0.2475
H  21.23376  14.73247  28.94056  0.5174
H  21.29482  15.54502  30.38760  -0.4169
H  21.54708  17.78272  29.19868  0.2631
H  19.94000  17.05465  28.73928  -0.8803
H  20.71889  16.31601  26.92115  -0.2205
C  23.67318  21.99680  32.18369  -1.0854
C  22.25859  21.99043  31.57750  0.0191
O  22.30778  21.23526  30.36783  0.0508
H  23.48805  22.28280  33.24481  0.4558
H  24.26301  22.77268  31.71344  0.3378
H  24.11721  21.00188  32.05717  0.0074
H  22.05112  23.01937  31.44794  0.2602
H  21.54556  21.43289  32.23431  -0.0258
H  21.46889  20.77113  30.10194  0.0014
C  15.91019  23.29136  28.02680  -1.1962
C  17.25879  23.13811  27.31681  0.3431
O  17.81704  21.93244  27.73306  0.0645
H  15.45510  24.24206  27.88834  0.4918
H  15.93669  23.02486  29.09418  0.2479
H  15.21691  22.53313  27.58523  0.1054
H  17.92210  23.95068  27.54483  0.3025
H  17.13412  23.12936  26.18667  -0.1649
H  18.70288  21.66484  27.27035  0.1841
C  16.69753  15.70987  30.68014  -1.1348
C  16.23102  16.57032  29.49484  -0.3915
O  17.42234  16.98510  28.77816  0.3046
H  17.04362  16.33742  31.52568  0.1766
H  17.55212  15.09121  30.38331  0.2133
H  15.86239  15.00591  31.01200  0.4030
H  15.58331  17.37238  29.81375  0.4007
H  15.60928  16.00189  28.84525  0.3916
H  17.23136  17.90711  28.56280  -0.3919
C  18.39906  13.35765  26.02461  -1.4570
C  18.69186  14.83654  25.93502  1.0089
C  17.55964  15.65027  25.28120  0.3042
O  19.13520  15.32577  27.15162  0.0032
H  17.48461  13.21744  26.66667  0.2449
H  19.21740  12.78590  26.48811  0.3870
H  18.23093  12.92524  25.00830  0.1311
H  19.50852  14.98714  25.18911  -0.0726
H  16.78078  15.92615  26.05068  0.0140
H  17.14472  15.01701  24.48128  -0.2846
H  17.91272  16.52934  24.78028  -0.1354
H  18.45403  15.77258  27.69658  -0.0635
C  24.96648  16.23851  18.57157  -1.2845
C  23.66355  15.42517  18.62031  0.7039
C  23.96062  14.13971  19.40159  -1.0714
O  22.58052  16.13157  19.14842  -0.0702
H  25.84270  15.58320  18.49557  0.4383
H  25.16867  16.73465  19.50510  0.1638
H  24.94134  16.92840  17.74132  0.2990
H  23.41230  15.16301  17.60462  0.2993
H  22.94148  13.67532  19.52712  0.0230
H  24.36936  14.22245  20.38707  0.1955
H  24.66551  13.53283  18.76549  0.4334
H  22.48884  17.07547  18.87230  0.2001
C  21.31432  18.44138  33.49857  -1.5304
C  21.25320  17.27676  32.48502  1.7075
C  21.29773  15.85313  33.14282  -1.7621
O  20.03674  17.50495  31.78232  -0.3885
H  21.49624  19.40500  33.03290  0.0631
H  22.10450  18.21305  34.19112  0.5873
H  20.46972  18.45072  34.16615  0.3831
H  22.08318  17.24219  31.74983  -0.2992
H  20.42768  15.71172  33.73884  0.4388
H  22.13242  15.80200  33.85106  0.3684
H  21.28685  15.11318  32.32264  0.3547
H  19.99737  16.90425  31.04583  -0.2147
C  24.17638  13.43459  26.17460  -1.4310
C  24.84819  14.10940  24.98741  2.0150
C  26.33191  13.73162  25.01861  -1.6959
O  24.23902  13.66443  23.71435  -0.5302
H  24.21494  12.40299  25.77315  0.4993
H  23.14526  13.70109  26.45195  0.0514
H  24.84079  13.51732  27.03821  0.3187
H  24.62684  15.20300  25.03998  -0.6142
H  26.64249  13.87154  24.00559  0.4590
H  26.40548  12.70652  25.36604  0.4421
H  26.88337  14.33984  25.69677  0.3096
H  23.42108  14.21648  23.63249  0.2219
C  22.27422  25.66875  25.04038  -1.3471
C  21.88090  24.69756  26.17623  0.4253
C  20.44211  24.24974  26.10251  -0.4584
O  22.60961  23.48343  26.06901  -0.3038
H  21.78196  25.39449  24.09934  0.2003
H  23.36416  25.66338  24.85119  0.1319
H  22.03472  26.70856  25.34872  0.4723
H  22.16664  25.17076  27.10607  0.5215
H  20.31233  23.41557  26.76905  -0.2467
H  20.25977  23.85683  25.05687  -0.2038
H  19.74838  25.04359  26.35963  0.5444
H  23.54896  23.68672  26.24836  -0.2577
C  27.62374  24.37834  26.57193  -1.6909
C  26.24291  24.76026  26.08984  0.5287
C  26.03684  24.50616  24.58249  -0.5864
O  25.25569  24.02272  26.76796  -0.1694
H  28.37819  24.98294  26.09714  0.4927
H  27.75375  23.36850  26.31209  0.3020
H  27.67644  24.49112  27.67330  0.4501
H  26.09381  25.82688  26.27753  0.2410
H  25.00513  24.68128  24.26186  -0.1840
H  26.36139  23.47318  24.41620  0.1338
H  26.73082  25.16608  24.04179  0.4715
H  25.58100  23.73968  27.64078  0.1418
C  16.82547  17.57266  21.40586  1.1212
C  17.09282  17.30966  19.83038  0.3444
C  16.44058  18.45919  19.02431  -1.4041
O  18.43181  17.18943  19.44666  0.1291
H  17.33603  16.76923  21.99088  -0.5202
H  15.79972  17.58393  21.66585  -0.3900
H  17.22730  18.53807  21.78035  -0.4078
H  16.55998  16.40387  19.58401  0.3934
H  15.32425  18.37906  19.12059  0.3378
H  16.66161  18.39862  17.92056  0.3405
H  16.75584  19.37077  19.45865  0.0868
H  18.83646  16.31053  19.46086  0.0124
C  14.27900  19.68808  27.09346  -1.4428
C  15.66639  19.18381  26.69728  1.6584
C  16.17392  19.82667  25.47457  -0.7948
O  16.46954  19.34237  27.84825  0.2034
H  14.30053  20.74267  26.96385  0.1807
H  14.07462  19.42919  28.14592  0.3116
H  13.46394  19.28165  26.48477  0.1317
H  15.72836  18.13420  26.62109  -0.5901
H  15.41024  19.67376  24.64288  0.1209
H  17.01796  19.27059  25.05110  -0.0715
H  16.37401  20.85461  25.46779  0.3577
H  16.71728  20.25537  28.05618  -0.1768
C  13.57557  13.48899  22.41400  -1.0490
C  14.54118  12.68882  23.29400  0.3288
C  15.95476  12.89414  22.71933  -0.2539
O  14.32569  13.17217  24.59590  -0.5176
H  13.62657  13.12454  21.36773  0.3745
H  13.88440  14.53949  22.50783  -0.0276
H  12.55472  13.55128  22.75121  0.3913
H  14.33210  11.63089  23.25956  0.2925
H  16.68177  12.61459  23.43154  0.0966
H  16.11582  13.95834  22.53677  -0.1997
H  15.97043  12.32622  21.79909  0.2931
H  15.12526  13.00029  25.14593  0.3136
C  15.88486  22.18656  22.48746  -0.7762
C  17.18297  22.55140  21.84215  0.3901
C  18.12565  23.19228  22.88055  -0.8650
O  17.69060  21.44805  21.18018  -0.3020
H  15.15307  21.62040  21.80458  0.3061
H  15.38536  23.05852  22.93518  0.4548
H  16.05727  21.46160  23.28437  -0.3010
H  16.94876  23.27969  21.02162  0.2395
H  17.74601  24.08154  23.29654  0.5669
H  19.11597  23.33113  22.48148  0.4373
H  18.21566  22.51435  23.73302  -0.1886
H  18.43110  21.63664  20.63810  0.1359

Forces on the atoms, in the same order (eV/Å):
C 1.01 1.24 0.03
C 0.94 -2.00 -0.97
C -0.57 -0.77 0.54
O 0.97 -0.56 -0.58
C -2.81 2.21 2.59
N 0.57 -0.51 1.84
H 0.52 -0.67 0.65
H -0.65 0.08 0.41
H 0.03 0.50 -0.71
H -0.79 0.74 -0.69
H -0.12 0.25 0.07
H 0.05 -0.23 0.40
H 0.74 0.19 -0.25
H 1.51 -1.92 -1.60
H -0.12 -0.17 -0.42
H -1.30 0.71 0.15
H 0.19 1.04 -1.28
C 1.03 2.98 0.77
C -1.73 0.76 0.17
C 0.57 -0.23 1.12
O -0.49 0.46 -0.50
C 0.25 1.42 0.93
N 0.07 -0.19 -0.08
H -0.15 -0.48 0.44
H -0.06 -1.00 -0.36
H -0.62 -1.06 -0.42
H 0.91 -0.61 -0.62
H 0.58 -0.63 -0.80
H -0.30 0.02 0.14
H 0.00 -0.95 -0.35
H -0.29 0.09 -0.64
H -0.21 -0.58 0.21
H 0.31 0.09 -0.17
H 0.20 0.11 0.19
C -0.91 0.33 -0.12
C 0.50 1.14 -0.08
C -0.41 0.18 0.60
O 0.04 -0.43 -0.32
C -1.45 1.31 0.42
N 0.65 0.62 0.60
H 0.31 -0.45 -0.28
H 1.10 0.52 0.05
H -1.09 -0.93 0.59
H 0.22 0.35 0.49
H 0.26 -1.29 -0.36
H 0.21 0.36 -0.11
H -0.45 -0.41 -0.72
H 0.35 -0.10 0.26
H 0.90 -0.54 0.48
H -0.15 -1.38 -0.21
H -0.12 0.34 -1.19
C 1.21 -0.97 -0.11
C -2.96 1.66 1.28
C -0.05 -1.33 0.53
O -1.42 0.38 -1.11
C -0.04 -0.07 0.85
N 1.20 -1.99 -0.24
H 0.10 0.71 -0.45
H -0.34 -0.63 0.60
H -0.21 0.76 0.05
H 0.80 0.38 -0.57
H 0.63 -0.38 0.31
H 0.87 0.84 -0.16
H 0.31 -0.27 -0.61
H -0.80 0.79 -0.02
H 0.79 -0.33 -0.15
H -0.72 -0.01 -0.35
H 0.67 0.47 0.12
C -0.37 -0.41 -1.27
C 0.61 0.00 2.01
C 0.16 -0.77 0.49
O -0.71 -0.15 1.01
C -0.11 0.01 -0.55
N -0.35 -0.20 0.23
H -0.08 0.57 0.28
H 0.08 -0.06 0.75
H 0.25 -0.38 -0.26
H 0.01 -0.05 -0.20
H 0.56 0.33 -0.09
H 0.07 0.25 -0.38
H -0.72 0.13 -0.98
H 0.44 0.46 0.41
H -0.37 0.24 -0.35
H 0.34 -0.11 -0.41
H 0.21 0.21 -0.68
C -1.36 -1.39 -1.17
C 0.44 0.12 -0.06
C 1.09 -0.60 0.24
O 0.62 0.63 -0.50
C -1.99 -0.24 -0.98
N -0.66 0.23 1.04
H 1.04 0.91 1.06
H 0.36 1.19 -1.15
H -0.67 0.00 0.70
H 0.30 -0.14 0.22
H -0.47 -0.09 0.07
H -0.15 -0.29 0.34
H 0.67 -0.77 0.65
H 0.01 0.01 0.61
H 0.54 0.48 -0.58
H 0.38 -0.07 -0.07
H -0.27 -0.01 -0.35
C 0.22 2.51 -0.12
C -0.16 1.23 -1.81
C 1.41 -0.05 1.12
O 1.17 0.26 1.49
C -1.09 -1.10 -2.23
N -0.06 0.17 0.88
H -0.05 -0.66 -0.81
H 0.34 0.31 -0.09
H -0.36 -2.13 1.12
H 0.29 -0.31 0.61
H -0.64 -0.13 -0.68
H -1.41 0.23 0.47
H 0.53 0.30 0.28
H -0.25 -0.02 -0.21
H -0.19 -0.17 0.37
H -0.05 -0.14 -0.22
H 0.12 -0.49 -0.43
C 0.33 0.07 -0.34
C 0.51 -0.21 -1.55
O -1.53 1.87 0.42
H -0.64 -0.20 0.13
H -0.05 0.21 0.60
H 0.17 0.06 -0.42
H -0.58 -0.69 0.49
H 0.65 0.07 0.25
H 0.88 -1.19 0.23
C -2.05 -0.18 0.16
C 0.54 0.37 -0.87
O 0.08 -0.13 0.27
H 1.16 0.10 0.05
H 0.39 0.76 0.17
H 0.27 -0.52 0.28
H -0.39 0.51 0.08
H -0.23 -0.46 -0.07
H 0.29 -0.51 0.22
C -1.15 1.18 -0.84
C -0.30 -0.28 -0.37
O 0.63 -0.54 0.21
H 1.68 -0.76 0.76
H 0.24 -0.14 0.13
H -0.50 -0.05 -0.11
H -0.06 -0.23 0.04
H -0.45 0.37 -0.16
H -0.11 0.12 0.00
C -0.24 0.81 0.53
C 0.27 -0.87 -0.74
O -0.78 -0.69 -0.02
H 0.14 -0.02 -0.04
H -0.36 -0.49 -0.98
H 0.07 0.31 0.35
H -0.24 0.09 -0.26
H 0.48 -0.01 0.59
H 0.88 0.92 0.53
C -1.36 -0.18 0.68
C 0.59 -2.67 0.17
O -0.20 -0.06 -0.81
H 0.71 -0.35 -0.49
H 0.32 -0.01 -0.13
H 0.07 0.33 0.33
H -1.15 1.05 -0.42
H 0.40 1.01 -0.08
H 0.53 0.92 0.78
C -0.24 -1.87 -0.55
C -0.68 -0.09 -0.93
O 0.99 -1.02 -0.17
H -0.25 0.92 -0.07
H 0.40 0.35 -0.26
H 0.39 0.59 0.26
H 0.35 0.66 0.20
H -0.12 0.19 1.04
H -1.02 0.42 0.69
C -0.94 -0.38 0.42
C 1.42 -0.95 0.68
O -1.01 -0.12 0.70
H -0.32 -0.34 -0.39
H -0.22 0.04 -0.11
H 1.08 0.99 -0.22
H 0.28 0.77 0.17
H -0.42 -0.81 -0.78
H 0.27 0.59 -0.66
C -0.91 -0.73 0.04
C 0.23 0.38 -2.02
C -0.84 -0.99 0.99
O 0.34 0.55 1.08
H 0.68 -0.08 -0.61
H -0.19 0.38 -0.10
H -0.02 0.30 0.77
H 0.04 -0.34 0.64
H 0.58 -0.34 -0.87
H -0.29 0.24 0.36
H 0.32 0.71 0.06
H -0.06 -0.04 -0.42
C 0.01 -0.49 -0.08
C 1.94 0.31 0.37
C -1.78 -0.73 -1.41
O -0.86 0.22 0.92
H -0.26 -0.06 -0.51
H -0.33 0.57 0.43
H 0.22 0.44 -0.10
H -0.04 -0.45 -0.57
H 1.17 -0.28 -0.20
H 0.39 0.60 0.57
H -0.96 0.29 0.73
H 0.44 -0.48 -0.16
C 0.89 -1.26 -0.32
C 0.27 -0.35 0.63
C -0.02 1.36 -0.70
O -0.34 0.25 0.00
H -0.14 0.02 -0.05
H 0.87 0.18 0.18
H -0.85 0.10 -0.24
H -0.10 0.66 0.47
H -0.99 -0.14 0.44
H 0.20 -0.32 -0.61
H 0.42 0.08 0.74
H -0.20 -0.55 -0.54
C 0.19 -1.05 -0.68
C -1.16 1.08 0.21
C -1.68 0.13 -0.54
O -0.37 1.06 0.91
H -0.41 0.00 0.94
H 0.38 0.15 -0.36
H -0.23 -0.04 0.07
H 0.78 -0.50 -0.01
H 0.87 -0.20 -0.56
H 0.21 -0.27 -0.32
H 0.39 0.65 0.47
H 0.98 -0.88 -0.04
C 0.20 0.35 0.38
C 0.40 -0.01 -1.13
C 0.00 0.02 -1.06
O 0.71 -0.02 0.13
H -0.02 0.20 0.18
H -0.49 -0.10 0.28
H -0.14 -0.54 -0.43
H -0.27 0.12 0.55
H -0.18 -0.31 0.43
H -0.02 0.53 1.04
H -0.18 0.09 -0.17
H -0.09 -0.11 0.07
C -0.78 0.86 0.70
C -0.01 0.87 -1.01
C 1.01 0.10 0.84
O -0.29 -0.38 0.81
H 0.34 0.23 -0.07
H 0.54 -1.51 -0.20
H 0.15 0.00 -0.51
H -0.15 0.16 0.13
H 0.40 -0.20 0.12
H -0.44 0.08 -0.34
H -0.32 -0.12 -0.06
H -0.21 0.29 -0.48
C 2.44 -0.37 -0.98
C -1.21 0.77 1.08
C -0.88 -1.65 -0.72
O 0.54 1.32 0.07
H -0.40 0.44 -0.36
H -1.24 -0.24 -0.01
H 0.02 -0.42 -0.58
H -0.20 -0.59 -0.06
H 0.91 0.15 0.03
H 0.01 0.07 1.16
H 0.34 1.22 0.13
H -0.30 -0.85 0.31
C -0.29 -1.27 0.04
C -0.93 0.88 1.63
C -0.67 -1.98 -3.01
O 1.27 0.19 0.98
H -0.27 1.03 0.08
H 0.08 0.17 -0.43
H 0.18 0.06 -0.09
H -0.52 -1.42 -0.67
H 0.54 0.16 1.01
H 0.34 0.28 0.30
H 0.37 1.56 0.59
H 0.07 0.36 -0.47
C 0.57 0.16 -0.34
C -0.28 0.78 -1.06
C -1.64 0.80 0.28
O 1.29 0.11 1.30
H -0.13 0.45 0.52
H 0.26 -0.20 -0.56
H -0.49 -0.72 0.23
H -0.27 -0.58 0.00
H 1.05 -0.84 0.57
H -0.02 0.02 -0.28
H 0.53 -0.07 -0.18
H -0.89 0.12 -0.56
C -1.66 -1.40 -0.18
C -0.39 2.34 -0.83
C -0.03 -1.95 -0.32
O -0.52 -2.12 0.78
H 1.09 1.15 0.62
H 0.15 -0.23 -0.27
H 0.16 0.09 0.16
H 0.16 0.08 0.77
H -0.53 1.36 0.14
H 0.43 0.26 -0.22
H 0.15 -0.26 -0.05
H 1.08 0.57 -0.64

Values from the calculation:
E_LUMO: 0.544 eV
E_HOMO: -8.66 eV
Gap between HOMO and LUMO: 9.207 eV